Entry 1:
ORCA calculation (the ωB97M-V functional and the def2-TZVPD basis) on a structure of composition C24H28BrN2O5PPt in a non-equilibrium geometry.

Last column: Löwdin charge in e.
Cartesian coordinates (Å):
Pt: 0.217795 1.459142 -0.028994  1.258
Br: 5.211395 5.206542 3.637306  0.717
C: 4.232595 4.114042 2.429806  -0.692
C: 4.814495 2.917942 2.003706  -0.106
C: 4.110095 2.121042 1.137106  0.005
C: 2.793195 2.426342 0.741606  -0.325
O: 2.176095 1.571442 -0.008894  -0.220
C: 2.213495 3.684942 1.164206  -0.141
C: 0.941995 4.128142 0.751106  -0.018
N: 0.059695 3.401042 0.049106  -0.110
C: -1.186005 3.870842 -0.280294  -0.204
C: -1.571005 5.211442 -0.408694  0.000
C: -2.892205 5.529642 -0.687894  -0.069
C: -3.848305 4.549042 -0.861394  -0.022
C: -3.502505 3.187942 -0.766094  -0.147
C: -4.406305 2.118542 -0.952794  0.018
C: -3.959505 0.825742 -0.785394  -0.011
C: -2.634105 0.579442 -0.441394  -0.055
N: -1.750405 1.565142 -0.305694  -0.060
C: -2.160905 2.849342 -0.467894  -0.147
C: 2.990495 4.512642 2.001006  -0.085
H: 5.792995 2.632542 2.353206  0.104
H: 4.529495 1.196342 0.772506  0.122
H: 0.632595 5.118942 1.066606  0.130
H: -0.834305 5.995342 -0.331494  0.111
H: -3.174105 6.569542 -0.775594  0.110
H: -4.869705 4.811242 -1.088894  0.114
H: -5.428305 2.328642 -1.227994  0.120
H: -4.626105 -0.010958 -0.918594  0.114
H: -2.271705 -0.422558 -0.285794  0.078
H: 2.584995 5.462442 2.316506  0.107
C: -1.836605 -4.371358 -0.547994  -0.023
C: -1.784405 -3.586358 0.757906  -0.628
C: -3.189105 -3.446058 1.357006  -0.025
C: -0.848005 -4.256458 1.764906  -0.018
O: -1.342105 -2.251658 0.529006  -0.174
P: -0.198505 -1.706658 -0.450694  0.272
O: -0.656905 -1.439758 -1.826494  -0.261
O: 0.294995 -0.491158 0.356906  -0.439
O: 0.948695 -2.820158 -0.299294  -0.168
C: 2.071295 -2.881558 -1.180694  -0.628
C: 1.678995 -3.682958 -2.423094  -0.027
C: 3.167095 -3.597958 -0.386094  -0.022
C: 2.533695 -1.486958 -1.589694  -0.041
H: -2.274105 -5.352558 -0.378494  0.090
H: -0.832405 -4.485058 -0.944994  0.068
H: -2.431905 -3.828858 -1.278394  0.091
H: -3.560805 -4.416458 1.676006  0.085
H: -3.871005 -3.026058 0.621406  0.079
H: -3.154705 -2.778558 2.214906  0.086
H: -1.196205 -5.260158 1.998406  0.087
H: -0.813905 -3.668158 2.678506  0.091
H: 0.154595 -4.306658 1.351606  0.072
H: 1.465395 -4.716558 -2.157694  0.082
H: 2.486995 -3.664658 -3.149794  0.087
H: 0.789695 -3.235658 -2.859294  0.076
H: 2.825195 -4.583858 -0.079294  0.082
H: 3.409595 -3.023358 0.504406  0.088
H: 4.059395 -3.709158 -0.995494  0.085
H: 1.766495 -1.013258 -2.197394  0.078
H: 3.457895 -1.549958 -2.160494  0.092
H: 2.694695 -0.873858 -0.705594  0.069

Forces on atoms 1 to 3 (eV/Å):
Pt -0.5708 -0.0142 -0.2676
Br -0.0362 0.0542 -0.0272
C -0.2551 0.6279 0.2212

Values from the calculation:
- Kohn-Sham gap: 6.44 eV
- Net charge: 0
- HOMO level: -7.81 eV

=====

Entry 2:
ORCA calculation (the ωB97M-V functional and the def2-TZVPD basis) on a structure of composition C24H28BrN4O4PSTeV in a non-equilibrium geometry.

Last column: Löwdin spin population.
Cartesian coordinates (Å):
V: -0.060403 0.492514 0.001424  1.889
Br: 0.796517 -1.470053 -1.224537  0.088
C: 0.398514 -1.300089 -3.037826  0.014
C: 0.693501 -2.160981 -4.064427  0.009
C: 0.285872 -1.813985 -5.361191  0.009
C: -0.402952 -0.616522 -5.596160  0.015
C: -0.699630 0.256555 -4.533678  -0.002
C: -1.377163 1.481953 -4.625078  0.024
C: -1.597298 2.247927 -3.473835  -0.020
C: -1.136085 1.785437 -2.255424  0.007
C: -0.467409 0.598354 -2.104431  -0.009
C: -0.269878 -0.130226 -3.249239  0.005
H: 1.229767 -3.092568 -3.877145  0.001
H: 0.508437 -2.481737 -6.192905  0.001
H: -0.712522 -0.359942 -6.611892  0.001
H: -1.735930 1.842996 -5.589687  0.002
H: -2.134293 3.201815 -3.557727  -0.002
H: -1.342411 2.897144 -1.498725  -0.042
N: 0.889856 3.044265 2.324864  0.034
C: 1.410827 1.784706 2.381909  0.129
S: 0.326040 0.516375 2.378181  0.138
N: 2.778039 1.798071 2.388049  0.037
C: 3.752586 0.792819 2.579136  0.007
C: 3.498501 -0.486200 3.070821  0.025
C: 4.541542 -1.405168 3.239722  0.118
C: 5.849471 -1.053468 2.931253  0.048
C: 6.121359 0.227907 2.458007  0.012
C: 5.081574 1.141402 2.286192  0.012
H: -0.118728 3.109454 2.390025  0.003
H: 1.409128 3.803888 2.752316  0.007
H: 3.165359 2.698403 2.092040  0.005
H: 2.499468 -0.786561 3.376802  0.014
H: 4.326071 -2.407875 3.619756  0.106
H: 6.656548 -1.769761 3.066422  0.022
H: 7.144281 0.514164 2.221199  0.004
H: 5.320849 2.141024 1.910897  0.003
N: 2.066656 -2.443810 2.126794  0.046
C: 3.006440 -2.192641 1.112403  0.046
C: 2.478834 -1.227956 0.296615  0.016
N: 1.211576 -0.879448 0.799745  0.016
C: 0.989412 -1.599373 1.867113  0.052
H: 2.152459 -3.103191 2.897278  0.176
H: 3.973978 -2.684224 1.014182  0.031
H: 2.941625 -0.783401 -0.589169  0.005
H: 0.067846 -1.583235 2.453802  0.016
C: -3.754049 -2.215548 -0.278911  0.008
C: -3.843434 -1.199431 -1.408109  0.002
O: -2.647325 -0.435862 -1.477995  0.019
P: -2.866143 1.107327 -0.695757  0.015
O: -1.307088 1.821637 -0.760221  -0.035
Te: -4.309277 2.479992 -1.789431  0.004
O: -3.116749 0.827073 1.005942  0.019
C: -4.441518 1.188774 1.354265  0.003
C: -4.700539 0.796073 2.796990  0.004
H: -4.660569 -2.826481 -0.267595  0.001
H: -3.656458 -1.718829 0.690685  0.002
H: -2.885601 -2.868557 -0.429214  0.002
H: -4.748275 -0.574032 -1.301402  0.000
H: -3.948895 -1.721143 -2.364864  0.001
H: -5.175005 0.662797 0.717080  0.000
H: -4.574336 2.281161 1.256273  0.000
H: -4.584269 -0.289173 2.920501  0.002
H: -5.721343 1.078962 3.076138  0.000
H: -3.991672 1.307265 3.465366  0.001
O: -0.585711 1.753249 0.896397  -0.162

Forces on atoms 1 to 3 (eV/Å):
V -0.1722 0.1977 -2.8051
Br -1.9880 -4.1727 -5.6433
C 0.2757 -1.9813 -0.9841

Values from the calculation:
- <S²>: 3.9402
- 2S+1: 4
- Kohn-Sham gap (spin up / spin down): 1.47 / 3.24 eV
- Net charge: -2
- HOMO level (spin up / spin down): 2.23 / 0.44 eV

=====

Entry 3:
ORCA calculation (the ωB97M-V functional and the def2-TZVPD basis) on a structure of composition C24H28BrN6O3Zr in a non-equilibrium geometry.

Last column: Löwdin charge in e.
Cartesian coordinates (Å):
Zr: 0.599980 1.245171 1.654057  1.812
N: 2.354210 -0.129576 2.023280  -0.087
C: 3.387219 0.044824 1.010973  -0.186
C: 3.411051 1.492464 0.400118  -0.147
N: 2.054792 1.902636 -0.010751  -0.166
C: 1.827370 3.312308 -0.509122  -0.135
C: 1.244876 4.207365 0.559029  -0.149
N: 0.056783 3.494290 1.173077  -0.043
H: 2.710064 0.172932 2.940867  0.130
H: 2.043938 -1.041642 2.188380  0.061
H: 3.239812 -0.719833 0.226233  0.119
H: 4.394996 -0.078211 1.444755  0.149
H: 4.198046 1.398062 -0.380265  0.164
H: 3.716203 2.142511 1.229416  0.131
H: 1.845222 1.313697 -0.854856  0.147
H: 1.147960 3.229770 -1.354218  0.143
H: 2.779484 3.738053 -0.841612  0.151
H: 0.863397 5.114622 0.118303  0.141
H: 1.945838 4.341357 1.375503  0.127
H: -0.673334 3.279987 0.501209  0.100
H: -0.351837 4.061799 1.905449  0.098
O: -3.282981 3.417846 4.671322  0.159
C: -2.072390 2.898165 4.507803  -0.242
C: -0.842933 3.727641 4.616312  0.073
C: 0.326770 3.059493 4.353005  -0.078
N: 0.375133 1.808254 3.720817  -0.175
C: -0.786129 1.057062 3.766471  -0.658
Br: -0.562196 -0.887627 3.387020  0.960
C: -1.977659 1.593497 4.158990  -0.006
H: -3.358205 4.308767 5.136925  0.201
H: -0.803688 4.825598 4.842649  0.164
H: 1.292084 3.553751 4.575624  0.153
H: -2.939874 1.039095 4.123095  0.178
O: -1.453067 1.059127 0.580877  -0.088
C: -1.050558 0.050297 -0.079719  -0.537
N: -1.655447 -0.624453 -1.088965  0.224
C: -0.792771 -1.651592 -1.637210  -0.223
C: 0.566060 -1.176182 -0.985084  -0.328
O: 1.745556 -1.443074 -1.379027  0.050
N: 0.268928 -0.296313 -0.007170  0.000
C: -1.018456 -3.067453 -1.033471  -0.113
C: -1.982737 -3.491372 -0.080139  -0.042
C: -2.215696 -4.880840 0.150807  -0.072
C: -1.457658 -5.833046 -0.497143  -0.054
C: -0.415530 -5.466619 -1.365832  -0.046
C: -0.314459 -4.152902 -1.709680  -0.017
C: -0.766882 -1.705741 -3.206992  -0.161
C: -1.992323 -1.565207 -3.882536  -0.040
C: -2.079445 -1.400011 -5.241210  -0.051
C: -0.916259 -1.347399 -6.021042  -0.036
C: 0.335944 -1.459051 -5.381515  -0.034
C: 0.370066 -1.639802 -3.981726  -0.053
H: -2.643979 -0.519996 -1.247318  0.178
H: -2.490389 -2.802677 0.614829  0.096
H: -3.021683 -5.080294 0.874593  0.119
H: -1.635609 -6.891003 -0.207764  0.132
H: 0.281785 -6.171216 -1.776821  0.119
H: 0.286282 -3.927350 -2.583844  0.116
H: -2.834128 -1.689376 -3.222320  0.110
H: -3.023059 -1.376517 -5.766167  0.118
H: -0.902504 -1.165801 -7.076572  0.110
H: 1.273254 -1.432409 -5.937726  0.116
H: 1.370785 -1.775878 -3.483986  0.118

Forces on atoms 1 to 3 (eV/Å):
Zr -1.1967 -1.1483 -3.4572
N 0.1055 2.9154 1.2291
C 1.3531 0.0938 -1.4300

Values from the calculation:
- Kohn-Sham gap: 4.36 eV
- Net charge: +3
- HOMO level: -15.31 eV

=====

Entry 4:
ORCA calculation (the ωB97M-V functional and the def2-TZVPD basis) on a structure of composition C24H28CdN9O3S3Se.

Last column: Löwdin charge in e.
Cartesian coordinates (Å):
Cd: -0.217238 -0.769872 0.089234  1.300
C: 0.462104 -3.599775 0.765011  -0.221
C: -0.124403 -3.949450 1.960076  -0.192
C: 0.198461 -2.958434 2.935896  -0.197
C: 0.989924 -2.003042 2.342691  -0.233
C: 1.148632 -2.346212 0.940624  -0.353
H: 0.431048 -4.148905 -0.165520  0.068
H: -0.756950 -4.810759 2.130392  0.080
H: -0.151969 -2.946232 3.958936  0.079
H: 1.412189 -1.127381 2.819829  0.072
H: 2.018060 -2.068696 0.348408  0.060
N: 5.978187 1.905398 4.482839  0.081
C: 5.189701 1.784388 3.332051  -0.328
C: 4.950613 2.892663 2.521752  -0.037
C: 4.195747 2.768021 1.367771  -0.066
C: 3.692181 1.529217 1.008614  -0.296
C: 3.931360 0.413915 1.802118  -0.051
C: 4.677058 0.541270 2.958517  -0.028
S: 2.668417 1.348382 -0.414370  0.573
O: 3.053545 0.090382 -1.030500  -0.350
O: 2.808157 2.535948 -1.222384  -0.317
N: 1.186011 1.113210 0.128600  -0.181
C: 0.547188 2.015474 0.910130  -0.498
N: -0.633870 1.542967 1.362624  0.048
C: -1.343513 2.318092 2.155581  -0.157
C: -0.911734 3.585470 2.527051  -0.072
C: 0.316097 3.974070 2.018297  -0.141
N: 1.056645 3.218755 1.218156  0.136
H: 5.968488 2.826177 4.892753  0.080
H: 5.802424 1.194044 5.175143  0.081
H: 5.353670 3.858234 2.805700  0.105
H: 3.979002 3.621676 0.741749  0.108
H: 3.528385 -0.548119 1.512682  0.102
H: 4.862736 -0.326711 3.580441  0.111
H: -2.281223 1.896173 2.507661  0.090
H: -1.489816 4.223260 3.178862  0.087
H: 0.733568 4.946159 2.266411  0.103
C: -2.675145 -3.552544 -0.799586  -0.048
N: -3.604109 -2.439631 -0.878061  -0.126
C: -4.363757 -2.132142 -1.984345  -0.062
C: -4.931849 -0.930847 -1.757363  -0.071
N: -4.517123 -0.522352 -0.509431  -0.136
C: -4.798547 0.763586 0.090217  -0.066
C: -3.671448 -1.436080 0.016858  -0.769
Se: -2.741310 -1.299828 1.614603  0.578
H: -3.121014 -4.414019 -1.295001  0.091
H: -2.475558 -3.771500 0.246417  0.047
H: -1.739571 -3.284342 -1.295485  0.023
H: -4.410082 -2.781725 -2.839092  0.121
H: -5.559329 -0.318702 -2.377443  0.120
H: -5.254551 1.400013 -0.663746  0.088
H: -3.862257 1.208479 0.425064  0.041
H: -5.459902 0.652937 0.949366  0.088
O: -3.148525 1.532569 -2.668215  -0.585
S: -2.021119 1.254935 -1.752529  0.632
N: -1.639462 -0.141680 -1.516062  -0.461
C: -1.768357 -1.050460 -4.857208  -0.049
N: -0.524131 -0.494432 -4.374294  -0.136
C: -0.190433 0.849678 -4.428800  -0.102
C: 0.902357 1.022618 -3.658479  -0.092
N: 1.223923 -0.215627 -3.147735  0.064
C: 0.338647 -1.153014 -3.556365  -0.864
S: 0.347692 -2.782331 -3.129468  0.520
H: -1.966528 -0.672314 -5.860001  0.087
H: -2.577871 -0.772179 -4.180667  0.064
H: -1.662284 -2.132888 -4.881136  0.051
H: -0.776535 1.551757 -4.993211  0.118
H: 1.474508 1.898747 -3.409047  0.107
H: 1.944754 -0.376445 -2.443566  0.084

Forces on atoms 1 to 3 (eV/Å):
Cd -0.5510 -0.0631 0.0785
C -0.0445 -0.0151 -0.0110
C 0.0226 0.0252 0.0218

Values from the calculation:
- Kohn-Sham gap: 7.16 eV
- Net charge: -1
- HOMO level: -4.58 eV